(1)
2 unconnected molecules or ions with the total composition CH7N2O. Source: the OMol25 dataset; level of theory: ωB97M-V/def2-TZVPD.

ORCA input file:
```
! RIJCOSX wB97M-V def2-TZVPD def2/J DEFGRID3
* xyz 1 1
H -1.80 0.57 -0.35
N 1.00 -0.11 0.15
O 2.67 1.32 0.72
N -1.57 -0.41 -0.30
H 2.57 0.62 1.39
H -1.75 -0.93 -1.21
C 1.61 0.98 0.02
H 1.10 -0.79 0.94
H -0.16 -0.18 -0.08
H -1.97 -1.02 0.37
H 1.35 1.65 -0.81
*
```

Summary:
Molecular weight = 63.08 g mol⁻¹
Kohn-Sham gap = 12.22 eV
E_tot = -6171.00697 eV
ΔE to the lowest compared entry with this formula, charge and spin = 144.64 kJ/mol
E_HOMO = -15.932 eV

---

(2)
A molecular structure, C3H7NO2. Source: the OMol25 dataset; level of theory: ωB97M-V/def2-TZVPD.

ORCA input file:
```
! RIJCOSX wB97M-V def2-TZVPD def2/J DEFGRID3
* xyz 0 1
H -0.86 -1.08 0.76
O -1.70 0.90 -1.14
H 2.08 -1.33 -0.15
C 1.06 -0.87 -0.22
N 0.26 0.59 1.13
C 0.22 -0.90 1.09
O -2.13 0.59 0.10
H 0.60 -1.24 -1.12
H 1.50 1.52 -0.24
H -2.26 1.68 -1.29
H 0.56 -1.48 1.96
C 0.76 0.62 -0.13
H -0.08 0.99 -0.74
*
```

Summary:
Molecular weight = 89.09 g mol⁻¹
Kohn-Sham gap (alpha / beta) = 9.84 / 7.38 eV
E_tot = -8801.73590 eV
ΔE to the lowest compared entry with this formula, charge and spin = 848.39 kJ/mol
E_HOMO (alpha / beta) = -9.548 / -8.432 eV

---

(3)
A gas-phase ion, C2HO5 (charge -1). Source: the OMol25 dataset; level of theory: ωB97M-V/def2-TZVPD.

ORCA input file:
```
! RIJCOSX wB97M-V def2-TZVPD def2/J DEFGRID3
* xyz -1 1
C 0.11 -0.60 1.80
O 0.33 0.25 -1.22
O -0.81 -0.13 1.09
H -0.37 0.21 -0.50
C 1.52 -0.55 1.12
O 2.63 -0.76 1.48
O 0.07 -1.08 2.92
O 1.47 -0.13 -0.30
*
```

Summary:
Molecular weight = 105.03 g mol⁻¹
SMILES = O=C([O-])C(=O)OO
Kohn-Sham gap = 9.59 eV
E_tot = -12326.79197 eV
ΔE to the lowest compared entry with this formula, charge and spin = 21.36 kJ/mol
E_HOMO = -5.393 eV

---

(4)
A molecular structure, C33H42GeN4O4S2Ti. Source: the OMol25 dataset; level of theory: ωB97M-V/def2-TZVPD.

ORCA input file:
```
! RIJCOSX wB97M-V def2-TZVPD def2/J DEFGRID3
* xyz -1 4
H 5.39 -1.91 1.71
C -5.12 2.30 -1.34
C -4.31 1.28 -1.86
C 0.25 3.60 3.16
C 1.54 -2.73 -3.76
H 3.54 2.83 3.59
H -1.40 -1.43 -2.53
H 2.99 2.46 -0.77
H -0.19 3.95 -1.92
H -2.90 -2.98 -1.43
O 2.71 -0.72 0.08
H 0.82 -4.28 -1.66
C 0.85 1.54 1.89
N -1.27 -0.51 2.67
H -2.52 0.13 -1.62
C 2.14 1.68 2.39
C -3.49 2.64 0.39
C 0.48 -2.44 -2.69
H -1.19 -2.25 -4.09
C 4.78 -1.65 -0.85
H 3.92 -1.22 2.40
C 1.55 3.67 3.61
C -4.61 -1.35 1.60
H -6.04 2.57 -1.81
H 5.09 -0.63 -1.07
Ti 0.19 0.05 0.56
H 0.57 1.65 -3.64
H -3.15 -0.45 3.56
H 2.34 1.76 -3.32
C 3.78 -1.65 0.31
O 1.03 -1.74 -1.58
H 2.88 0.91 2.16
C 2.04 3.01 -0.84
H -6.46 -2.14 0.83
O 0.86 0.93 -1.04
S 1.34 -1.64 2.69
H 1.07 -3.35 -4.53
H 2.74 -3.23 1.41
C -1.36 2.34 1.59
S -2.76 3.39 1.78
H 4.17 -3.76 0.46
H 4.97 -0.20 1.36
H -5.10 -0.89 2.45
C -2.70 1.56 -0.07
C -3.37 -2.53 -0.57
H 2.19 -0.30 4.97
C -0.68 -1.67 -3.32
N -0.76 -0.29 3.85
H -4.61 0.72 -2.74
H 2.62 -3.35 -0.37
H 5.65 -2.26 -0.59
C 1.01 2.23 -1.59
C -3.13 0.90 -1.23
C -0.31 2.96 -1.48
C 3.28 -3.09 0.47
H -0.72 -3.50 -1.31
C -4.72 -2.66 -0.39
C -4.68 2.99 -0.23
H -0.48 4.33 3.45
H -5.27 -3.24 -1.13
C -0.10 2.54 2.24
H 1.33 3.22 -3.41
H -1.07 2.44 -2.05
H -0.58 3.09 -0.44
C 0.56 -0.68 3.90
H -5.26 3.83 0.15
N 1.19 -0.34 5.07
N -1.51 1.37 0.64
H 0.78 0.48 5.50
H -0.32 -0.74 -3.76
C -3.22 -1.21 1.53
H 2.40 -3.28 -3.32
H 1.67 3.21 0.17
C 2.52 2.74 3.21
H -0.50 -4.38 -2.89
C 4.56 -1.21 1.54
C -5.39 -2.06 0.71
C -0.02 -3.75 -2.11
H 4.34 -2.07 -1.76
Ge 2.22 -0.35 -1.69
C -2.59 -0.64 2.66
H 2.22 3.95 -1.36
C -2.51 -1.76 0.34
C 1.34 2.19 -3.08
H 1.80 4.48 4.29
O -1.27 -1.63 0.11
H 1.92 -1.81 -4.21
*
```

Summary:
Molecular weight = 743.33 g mol⁻¹
Kohn-Sham gap (alpha / beta) = 4.87 / 5.63 eV
E_tot = -150358.43938 eV
<S²> = 3.81
ΔE to the lowest compared entry with this formula, charge and spin = 48.58 kJ/mol
E_HOMO (alpha / beta) = -2.229 / -4.918 eV

---

(5)
3 unconnected molecules or ions with the total composition C9H23N. Source: the OMol25 dataset; level of theory: ωB97M-V/def2-TZVPD.

ORCA input file:
```
! RIJCOSX wB97M-V def2-TZVPD def2/J DEFGRID3
* xyz 0 1
H -0.29 -0.81 -2.14
C 3.03 0.55 1.45
C -0.53 0.29 1.81
H -0.53 -0.75 2.14
C -1.80 -1.88 -0.05
H 0.69 2.24 0.47
H -3.88 -0.17 -0.89
H -1.95 -1.05 -2.66
C -3.04 0.28 -0.34
H 2.83 0.77 -1.30
H 2.22 -1.37 0.83
H -2.98 1.32 -0.68
H -3.33 0.27 0.71
C -1.31 -0.42 -2.02
C 2.32 -0.35 0.46
H 3.88 -0.61 -1.04
N -0.18 0.36 0.40
H 0.70 -0.40 0.05
H 4.09 0.30 1.57
H 2.58 0.49 2.44
C 2.84 -0.26 -0.94
C -0.05 1.70 -0.12
H 0.21 0.83 2.40
H -0.81 -2.35 -0.08
H -1.35 0.59 -2.43
H -2.18 -1.93 0.97
H -2.45 -2.52 -0.66
H 3.00 1.59 1.12
H -1.01 2.23 -0.13
C -1.75 -0.47 -0.58
H 2.24 -0.87 -1.63
H -1.51 0.72 2.01
H 0.33 1.66 -1.14
*
```

Summary:
Molecular weight = 145.29 g mol⁻¹
Kohn-Sham gap (alpha / beta) = 5.69 / 5.69 eV
E_tot = -11191.40124 eV
ΔE to the lowest compared entry with this formula, charge and spin = 267.87 kJ/mol
E_HOMO (alpha / beta) = -5.162 / -5.163 eV

---

(6)
A molecular structure, C37H33F5N5O7PS2Tl. Source: the OMol25 dataset; level of theory: ωB97M-V/def2-TZVPD.

ORCA input file:
```
! RIJCOSX wB97M-V def2-TZVPD def2/J DEFGRID3
* xyz -1 1
F 14.42 15.71 12.95
C 13.07 16.39 9.12
C 10.74 9.58 10.63
C 13.85 17.36 9.77
O 11.88 17.82 12.66
H 9.39 7.45 12.79
N 10.92 16.97 12.72
C 7.99 8.50 9.38
C 12.85 15.08 9.65
C 13.29 14.93 11.02
O 7.46 13.25 18.78
C 8.40 9.44 12.73
H 9.11 11.04 14.14
C 14.45 17.06 10.99
H 7.73 7.53 13.50
S 8.94 14.28 5.90
P 9.07 10.30 11.23
C 6.35 13.89 12.84
C 6.63 13.52 17.86
H 9.68 20.30 9.99
H 9.26 14.01 17.31
H 11.73 10.94 12.14
C 7.92 13.51 7.05
C 6.91 9.88 12.96
C 6.51 13.87 15.36
H 7.47 19.51 13.68
H 10.34 9.83 13.75
C 7.39 17.92 12.22
C 6.01 9.00 8.09
H 9.47 16.54 6.59
C 8.15 15.49 8.03
S 12.22 13.77 8.81
H 8.98 9.40 14.86
C 14.06 15.89 11.67
C 7.89 9.77 9.98
C 10.74 9.49 9.05
O 6.98 13.28 11.78
C 5.93 10.29 8.69
H 7.94 7.54 11.76
F 12.91 13.83 11.73
F 14.04 18.56 9.22
C 11.17 8.26 11.25
F 12.42 16.68 7.95
C 7.22 13.83 16.52
N 7.53 14.19 8.08
H 10.57 7.37 10.98
H 7.14 7.10 8.02
H 6.54 9.38 13.89
C 6.85 10.67 9.67
H 11.76 9.71 8.69
C 8.14 16.42 9.12
C 8.60 18.39 10.13
O 5.20 14.31 12.83
C 9.27 9.98 13.95
H 5.44 13.66 15.27
H 12.19 8.06 10.87
O 10.31 16.75 13.82
Tl 9.30 13.77 11.52
F 15.31 17.90 11.55
H 7.59 12.44 6.92
H 11.18 8.33 12.36
C 9.19 14.34 15.17
N 8.49 14.20 14.03
H 10.08 10.22 8.60
C 7.87 19.14 12.73
C 8.92 15.66 6.88
H 10.22 14.73 15.02
H 12.79 10.33 10.82
O 10.57 16.28 11.66
C 11.78 10.70 11.07
H 6.66 17.30 12.77
H 9.22 17.99 8.12
H 6.25 9.59 12.13
N 8.74 17.67 8.95
H 5.28 8.70 7.35
C 8.64 14.10 16.39
C 9.09 19.59 10.62
O 5.35 13.52 17.85
C 7.17 13.99 14.10
H 6.74 11.62 10.21
C 7.06 8.13 8.43
H 6.84 10.97 13.08
C 8.75 19.91 11.96
C 7.87 17.48 10.98
H 9.24 20.77 12.40
N 7.64 16.30 10.32
H 8.77 7.82 9.68
H 5.08 10.97 8.53
C 8.39 7.90 12.69
H 11.63 11.62 10.45
H 10.46 8.49 8.70
*
```

Summary:
Molecular weight = 1054.18 g mol⁻¹
Kohn-Sham gap (alpha / beta) = 3.38 / 3.95 eV
E_tot = -109922.82299 eV
ΔE to the lowest compared entry with this formula, charge and spin = 31.49 kJ/mol
E_HOMO (alpha / beta) = -5.169 / -5.169 eV

---

(7)
3 unconnected molecules or ions with the total composition C2H8NO2S. Source: the OMol25 dataset; level of theory: ωB97M-V/def2-TZVPD.

ORCA input file:
```
! RIJCOSX wB97M-V def2-TZVPD def2/J DEFGRID3
* xyz 1 1
O 0.69 -1.68 -1.29
C 1.13 -0.73 -0.57
H -2.49 -1.59 -0.25
H 0.68 2.01 -0.55
O 0.40 -0.04 0.11
H 2.16 -0.51 -0.67
H -0.16 -2.08 -1.07
S -1.90 -2.91 -0.24
H -2.34 -3.14 -1.59
H 0.13 2.37 2.29
C 0.89 1.87 0.52
H 1.86 1.61 0.90
N -0.05 2.30 1.35
H -0.99 2.53 1.06
*
```

Summary:
Molecular weight = 110.16 g mol⁻¹
Kohn-Sham gap = 9.72 eV
E_tot = -18616.36246 eV
ΔE to the lowest compared entry with this formula, charge and spin = 76.55 kJ/mol
E_HOMO = -13.607 eV

---

(8)
2 unconnected molecules or ions with the total composition C11H18O. Source: the OMol25 dataset; level of theory: ωB97M-V/def2-TZVPD.

ORCA input file:
```
! RIJCOSX wB97M-V def2-TZVPD def2/J DEFGRID3
* xyz 0 1
H 0.24 0.88 -0.69
H 4.34 -0.18 0.14
H -0.99 3.38 0.69
C 0.86 -2.55 -0.47
C 2.03 -0.26 0.56
H -1.69 -2.17 1.43
H -1.75 2.34 -2.56
H 2.43 0.67 0.92
C -1.39 2.39 0.88
C 2.69 -1.15 -0.25
C 0.81 -0.74 1.06
H -2.63 3.48 -1.60
H 0.38 -3.38 -0.97
C 0.28 -1.99 0.66
C -1.83 1.78 -0.42
C -1.76 2.80 -1.56
C 2.18 -2.27 -0.86
H -0.82 0.51 -2.00
H -1.13 -0.34 -0.59
H -0.76 3.31 -1.55
H -1.10 -3.63 1.22
O 4.09 -0.93 -0.40
H 0.39 -0.31 1.93
H -2.19 2.68 1.58
H 2.80 -2.98 -1.39
C -0.82 0.68 -0.94
H -2.82 1.29 -0.37
C -0.73 -2.66 1.51
H -0.75 1.75 1.48
H -0.37 -2.42 2.54
*
```

Summary:
Molecular weight = 166.26 g mol⁻¹
SMILES = Cc1ccc(O)cc1.CC(C)C
Kohn-Sham gap = 9.07 eV
E_tot = -13744.62974 eV
ΔE to the lowest compared entry with this formula, charge and spin = 196.46 kJ/mol
E_HOMO = -8.180 eV

---

(9)
C5H7N2P in the gas phase. Source: the OMol25 dataset; level of theory: ωB97M-V/def2-TZVPD.

ORCA input file:
```
! RIJCOSX wB97M-V def2-TZVPD def2/J DEFGRID3
* xyz 0 1
C -0.50 0.56 -0.27
H 1.78 -1.02 -1.48
H 3.23 0.19 1.20
H -2.53 -1.70 0.59
N -0.78 -0.77 -0.14
H -1.89 2.40 -0.30
H 1.97 -1.22 1.34
C 2.25 -0.33 -0.81
P 1.31 1.07 -0.06
H -3.81 0.33 0.25
H 3.13 0.05 -1.20
N -2.09 -0.87 0.18
C -1.72 1.28 -0.17
C -2.73 0.36 0.10
C 2.38 -0.34 0.77
*
```

Summary:
Molecular weight = 126.10 g mol⁻¹
SMILES = c1cc(P2CC2)n[nH]1
Kohn-Sham gap = 9.52 eV
E_tot = -17564.93938 eV
ΔE to the lowest compared entry with this formula, charge and spin = 171.84 kJ/mol
E_HOMO = -8.573 eV

---

(10)
A gas-phase ion, C7H6N3 (charge +1). Source: the OMol25 dataset; level of theory: ωB97M-V/def2-TZVPD.

ORCA input file:
```
! RIJCOSX wB97M-V def2-TZVPD def2/J DEFGRID3
* xyz 1 1
H -3.03 1.37 -0.69
N 1.38 -0.64 -0.28
C 2.66 -0.88 -0.46
C -1.38 0.19 -0.07
C -2.72 0.76 0.08
H 3.72 2.16 0.82
H -2.82 1.27 1.03
N -0.25 1.01 0.10
H 0.64 -2.60 -0.28
C -0.93 -1.13 -0.22
N 3.25 1.16 0.64
C 0.41 -1.54 -0.32
C 0.89 0.64 -0.07
C 3.32 0.15 0.01
H -1.72 -1.83 -0.39
H -3.43 -0.08 0.12
*
```

Summary:
Molecular weight = 132.15 g mol⁻¹
Kohn-Sham gap (alpha / beta) = 6.06 / 5.47 eV
E_tot = -11811.16109 eV
ΔE to the lowest compared entry with this formula, charge and spin = 602.24 kJ/mol
E_HOMO (alpha / beta) = -12.536 / -12.409 eV

---

(11)
C6H6 in the gas phase. Source: the OMol25 dataset; level of theory: ωB97M-V/def2-TZVPD.

ORCA input file:
```
! RIJCOSX wB97M-V def2-TZVPD def2/J DEFGRID3
* xyz 0 1
C 1.91 -0.04 0.62
H 0.06 0.59 1.42
H -3.64 0.34 -0.70
H 0.38 -1.13 1.55
C 3.08 0.12 0.38
H 4.11 0.27 0.19
C -1.55 -0.18 -0.45
C 0.49 -0.27 0.89
H 0.17 -0.99 -1.23
C -0.30 -0.53 -0.36
C -2.57 0.53 -0.83
H -2.13 1.27 -1.48
*
```

Summary:
Molecular weight = 78.11 g mol⁻¹
SMILES = C#CCC=C=C
Kohn-Sham gap = 10.24 eV
E_tot = -6315.05791 eV
ΔE to the lowest compared entry with this formula, charge and spin = 399.67 kJ/mol
E_HOMO = -9.368 eV

---

(12)
C20H18N2O5 in the gas phase. Source: the OMol25 dataset; level of theory: ωB97M-V/def2-TZVPD.

ORCA input file:
```
! RIJCOSX wB97M-V def2-TZVPD def2/J DEFGRID3
* xyz 0 1
H -5.31 -2.13 1.69
H 4.71 2.54 -2.96
N 0.34 0.90 1.64
H -0.05 -1.39 -3.83
C -4.49 -2.16 0.99
H -3.81 -3.01 -2.20
C -0.09 -2.40 4.16
H -0.74 0.02 -4.61
C 1.03 2.05 1.80
C 3.80 2.50 -2.36
H 1.05 -1.30 5.60
C 2.82 1.60 -3.01
H 1.34 0.67 4.14
C 1.50 1.25 -2.57
H -0.21 -3.27 4.79
H 4.03 2.14 -1.36
H -0.18 0.77 0.77
O 1.68 2.37 2.77
O 1.51 2.46 -0.59
C -3.25 -1.71 1.38
H -3.09 -1.33 2.38
C 0.62 -1.30 4.61
C 0.79 -0.19 3.80
H -5.68 -2.98 -0.59
C -2.40 -2.21 -0.82
O -0.94 -1.27 0.77
C 0.78 1.66 -1.38
C 0.24 -0.18 2.52
N 3.08 1.00 -4.14
C -3.65 -2.65 -1.20
C 0.89 2.99 0.58
O 1.99 0.26 -4.48
C -2.19 -1.74 0.48
H -0.17 3.18 0.38
H 1.42 3.92 0.80
C -4.70 -2.63 -0.30
C -0.48 -1.30 2.07
H -0.86 -0.14 -2.85
C 1.05 0.40 -3.55
C -0.23 -0.32 -3.72
O -0.36 1.33 -1.11
H -1.57 -2.22 -1.50
H 3.39 3.50 -2.26
H -1.18 -3.26 2.52
C -0.63 -2.40 2.89
*
```

Summary:
Molecular weight = 366.37 g mol⁻¹
SMILES = Cc1noc(C)c1C(=O)OCC(=O)Nc1ccccc1Oc1ccccc1
Kohn-Sham gap = 9.02 eV
E_tot = -34249.57890 eV
ΔE to the lowest compared entry with this formula, charge and spin = 182.45 kJ/mol
E_HOMO = -8.387 eV

---

Question: Which formula does entry 10 have?
Answer: C7H6N3

---

Question: Which of these has the highest E_tot?
Answer: CH7N2O